1.
The following is a DFT calculation (ωB97M-V with the def2-TZVPD basis set) of a molecular structure, C27H58NiO3P2SSi.

Structure (ORCA input):
```
! wB97M-V def2-TZVPD RIJCOSX def2/J DEFGRID3
* xyz 0 3
H -1.444 2.021 -4.058
C -0.737 -3.424 -2.617
H 4.100 0.859 4.278
H 1.830 -0.146 -2.144
C 0.930 0.389 -2.581
H 0.708 -1.861 0.516
Ni -0.221 -0.159 -4.276
H 1.747 1.154 -6.673
H -1.562 -2.836 2.491
H 4.068 -0.059 1.804
C 0.330 -1.660 -5.226
H -3.165 4.110 3.354
H -1.753 -3.023 -2.756
H -2.825 -0.955 5.537
C -2.275 0.715 -5.674
H -3.328 0.526 2.916
H 3.625 1.621 1.434
H -2.871 2.744 5.385
H -2.555 -2.988 3.956
C 2.414 0.653 2.954
C 3.153 1.364 4.068
H 1.557 -1.328 2.615
H -1.043 -2.114 0.145
O -0.701 -0.395 2.943
O -1.331 2.189 3.274
P -0.127 2.565 -0.750
H -1.353 -0.601 -7.162
C -1.899 -0.980 3.579
C 2.052 -0.747 3.398
C 0.966 1.792 -2.035
H 3.381 2.394 3.784
C 0.169 1.336 -5.320
H -0.767 -4.277 -1.919
P 0.266 -2.053 -1.871
C -0.008 -2.420 -0.114
C 0.181 3.885 4.246
H -1.284 4.123 -2.189
C 0.829 0.593 -6.446
H 0.774 -2.510 -4.710
S -0.861 0.967 0.356
H 2.571 1.363 4.996
C -1.685 -2.485 3.522
C -3.143 -0.551 2.818
H -1.050 -0.844 5.564
C 1.975 -2.667 -2.185
H 2.631 0.278 0.818
C -1.169 1.301 -4.850
H -0.338 -3.735 -3.591
H 0.866 2.455 -2.909
H 1.928 3.651 -0.304
C 1.298 -0.870 -6.074
H 1.264 0.473 -3.652
H 0.116 -3.512 0.006
H -2.119 5.378 4.030
H 0.186 4.798 4.857
H -1.841 3.995 6.091
C 3.224 0.626 1.671
H 0.623 4.136 3.275
H -2.179 3.736 -0.690
H 1.428 -0.749 4.297
Si -0.379 1.137 2.446
H -2.031 0.575 5.082
H -3.998 -1.091 3.244
H 1.989 1.947 -1.662
H 2.033 -3.210 -3.146
H -2.845 -1.225 -6.464
C -1.953 -0.519 5.029
O 1.192 1.466 2.690
C -1.102 -1.533 -5.246
C -1.836 3.089 5.473
H 2.252 -0.778 -5.521
C -1.902 -0.713 -6.230
H -1.673 -2.330 -4.782
H -2.521 1.406 -6.487
C -1.256 3.413 4.108
H 0.811 3.701 1.098
H -1.756 4.707 2.424
H 2.671 -1.812 -2.238
C -2.127 4.460 3.429
H 1.514 -1.449 -6.979
H -2.185 2.577 -2.057
H 2.966 -1.291 3.658
C 0.896 3.790 0.015
C -1.574 3.307 -1.506
H 2.279 -3.318 -1.345
H 0.801 2.109 -4.876
H -3.189 0.619 -5.067
H 0.803 3.141 4.757
H 0.187 0.576 -7.326
H -1.239 2.337 5.999
H -0.804 -2.785 4.103
H 0.535 4.766 -0.328
H -3.062 -0.803 1.756
*
```

Output
M in g mol⁻¹: 611.552
Strongest force on any atom in eV/Å: 7.0
<S²>: 2.0136
HOMO (spin up / spin down) in eV: -3.344 / -5.060
Orbital gap (spin up / spin down) in eV: 3.493 / 5.203
E_tot in a.u.: -4167.8483

=====

2.
The following is a DFT calculation (ωB97M-V with the def2-TZVPD basis set) of 3 unconnected molecules or ions with the total composition C27H59ClN6O6P2.

Structure (ORCA input):
```
! wB97M-V def2-TZVPD RIJCOSX def2/J DEFGRID3
* xyz 0 1
C 1.131 -0.689 0.875
N 1.483 -7.449 -1.441
H 2.513 4.885 -1.760
H 2.578 5.122 5.156
C -1.056 -2.716 -0.477
H 1.007 -9.992 -4.643
H 1.507 6.274 -1.289
H -3.409 1.423 1.854
H 1.941 -2.678 0.711
O 0.349 -2.585 -0.502
H -1.433 -0.024 1.064
N 2.745 5.603 3.128
H 3.251 8.040 1.421
H 1.674 -10.054 -3.004
H -5.452 4.183 -1.552
H 0.675 -0.220 0.001
C -1.620 2.671 1.421
H 0.775 -4.736 -2.813
C -3.068 3.070 -2.034
C -4.619 3.026 0.084
H -7.481 4.914 0.040
H 0.116 7.369 3.389
H -7.092 3.429 0.864
N -0.215 -9.114 -3.139
N 2.719 5.461 0.255
H -1.459 -2.752 0.537
H 1.971 -9.458 -0.896
C 4.079 5.867 -0.022
C -6.985 3.951 -0.086
H -0.999 1.224 3.709
H 0.572 -6.011 -0.186
C 0.457 -0.130 2.128
H 2.921 -8.783 -2.246
C 1.299 -6.818 -0.134
O -0.941 -7.763 -1.167
C -1.745 0.748 3.070
C -5.505 4.143 -0.468
H -2.907 2.515 3.136
C -1.499 -9.258 -3.801
H 1.940 -6.387 -5.128
H -4.528 3.153 1.159
H 2.527 3.701 4.086
C 1.919 5.311 -0.951
H 0.960 -7.524 0.634
C 0.183 -5.274 -3.567
C -2.538 1.848 2.352
H 4.557 4.595 2.606
O 0.062 2.506 -1.029
C -3.272 2.975 -0.557
H -2.442 0.201 3.707
H 4.135 6.860 -0.494
C 0.952 -2.215 0.723
H -5.200 5.102 -0.047
H -0.872 -5.168 -3.306
O -1.699 3.251 -2.254
H -1.556 -1.914 -1.026
Cl -5.386 1.422 -0.261
C -1.076 -0.233 2.077
H 0.778 -0.685 3.016
H 4.562 5.469 4.145
O 1.195 4.164 1.789
H 0.326 -4.787 -4.533
H -1.310 -3.674 -0.937
N 1.345 7.156 1.653
C -1.075 2.838 -1.107
H 2.522 8.251 3.031
H 1.092 4.626 -0.776
H 1.132 4.773 4.217
O -3.846 2.995 -2.928
H 2.638 -6.393 -3.495
H -7.514 3.409 -0.865
C 2.313 8.181 1.957
H 4.665 6.374 2.667
H -0.305 8.423 2.021
H -1.477 3.671 1.833
C -2.075 2.816 0.013
H 4.705 5.873 0.858
C 2.220 4.749 4.193
H -0.696 6.712 1.956
H 0.429 -2.645 1.583
H -0.633 2.216 1.374
H -2.297 -8.833 -3.189
C 4.196 5.498 3.117
N 0.548 -6.694 -3.648
P -0.034 -7.622 -2.338
H -1.388 -1.241 2.349
H -1.517 -8.761 -4.782
H 2.155 -7.907 -4.295
H 2.194 -0.452 0.888
H -1.735 -10.314 -3.943
H 3.230 -8.244 -0.624
P 1.780 5.518 1.664
H 2.249 -6.383 0.185
C 2.429 -8.545 -1.302
H 4.538 5.151 -0.711
H 0.759 0.907 2.287
C 0.755 -10.091 -3.576
H 0.350 -11.097 -3.427
H 1.905 9.136 1.621
C 0.054 7.430 2.293
C 1.891 -6.861 -4.145
*
```

Output
M in g mol⁻¹: 661.206
Strongest force on any atom in eV/Å: 6.2
SMILES: CC[C@@H](Cl)C1=C(CCCCCCCOC)C(=O)OC1=O.CN(C)P(=O)(N(C)C)N(C)C.CN(C)P(=O)(N(C)C)N(C)C
HOMO in eV: -8.099
Orbital gap in eV: 7.634
E_tot in a.u.: -2986.9946

=====

3.
The following is a DFT calculation (ωB97M-V with the def2-TZVPD basis set) of 4 unconnected molecules or ions with the total composition C27H59FNO9.

Structure (ORCA input):
```
! wB97M-V def2-TZVPD RIJCOSX def2/J DEFGRID3
* xyz 1 1
O 2.046 3.347 6.221
H -0.883 1.898 4.453
C 0.443 -1.469 -0.721
H 0.089 2.781 5.964
H -4.558 3.773 1.327
H -2.849 3.776 -2.229
O 1.477 -5.000 -7.082
O 2.960 -6.020 -4.538
H -3.188 5.244 1.484
H 0.412 3.897 7.244
C 0.661 -2.559 1.555
C -0.089 1.784 3.713
O -4.735 2.150 0.082
H 0.179 2.762 3.307
H 1.031 -1.218 -1.605
C 0.541 1.022 -0.238
C -4.179 2.567 -1.144
H 3.196 -0.017 7.379
H 1.374 -7.279 -4.146
C 0.792 2.988 6.773
H 2.027 0.283 1.129
O -6.395 4.647 -0.708
H -0.447 -5.396 -6.696
H -0.302 -2.190 -1.025
H 2.521 -7.885 -5.371
H 2.643 -2.159 -4.944
C 0.452 -5.154 -6.124
O 1.016 1.115 4.293
H 1.353 -1.436 -3.994
F -0.343 2.026 0.256
H 3.143 1.614 6.191
H -0.407 -2.709 1.430
H 0.648 -6.045 -5.524
H 0.141 1.516 -2.344
C 1.882 -3.459 -0.456
C 1.557 -2.142 -4.812
C 2.426 -7.327 -4.438
H 3.342 0.572 -0.845
C -0.276 -0.234 -0.164
H -7.837 4.902 -2.149
H 1.841 2.005 1.223
H 2.281 -0.616 8.753
H -1.146 -0.059 -0.792
H 3.655 2.182 -0.375
H 2.828 -3.696 -6.247
H -2.089 3.044 -0.821
H -1.775 5.788 0.600
H -7.433 3.273 0.440
C 0.710 1.891 7.829
H -4.970 2.920 -1.806
H 2.387 2.152 -2.705
C 1.363 -2.186 0.258
H -6.393 4.053 -2.677
H -7.579 3.208 -1.656
C 2.454 0.265 8.130
C 3.556 -5.673 -5.770
C 2.835 1.514 -0.583
H -0.362 1.730 7.985
H 3.843 -6.571 -6.327
C 2.806 2.398 5.510
H -1.939 4.063 1.010
C -7.091 4.166 -1.842
H -5.657 2.532 1.822
C -2.481 4.960 0.703
H 0.775 -1.787 2.311
C 1.817 1.163 0.548
O -3.163 4.782 -0.524
H -0.655 -0.391 0.832
H 2.950 -7.867 -3.646
H -6.713 4.637 1.278
N 0.826 1.453 -1.597
H 2.860 1.070 8.744
H 4.487 -5.153 -5.518
C -6.539 3.904 0.483
H 2.257 -1.613 0.477
H 3.721 2.923 5.223
H 1.081 -3.450 1.989
C 0.074 -3.990 -5.215
O 1.111 -3.420 -4.435
H 3.372 -4.634 -7.593
H 1.095 -3.861 -1.080
C -5.330 3.101 0.948
H 1.097 -1.778 -5.732
H -0.499 1.162 2.911
H -0.459 -3.214 -5.774
O 1.247 0.631 7.488
H -0.642 -4.410 -4.500
H 2.668 -3.168 -1.141
H 2.242 -4.190 0.247
C 2.048 1.767 -1.765
H 2.995 1.003 3.951
H 1.116 2.240 8.784
H -3.816 1.648 -1.618
C 2.265 1.774 4.226
C 2.794 -4.704 -6.667
C -3.002 3.541 -1.167
H 2.269 2.514 3.414
*
```

Output
M in g mol⁻¹: 560.765
Strongest force on any atom in eV/Å: 3.6
HOMO in eV: -11.001
Orbital gap in eV: 6.515
E_tot in a.u.: -1895.4357

=====

4.
The following is a DFT calculation (ωB97M-V with the def2-TZVPD basis set) of a molecular structure, C27H59N4OS2Sb2Si3V.

Structure (ORCA input):
```
! wB97M-V def2-TZVPD RIJCOSX def2/J DEFGRID3
* xyz 1 4
H 0.388 -2.646 24.378
Si 2.180 2.091 21.761
H 3.282 -2.650 18.307
H 4.575 1.402 18.994
H -5.994 -1.259 19.253
H 5.237 1.202 20.599
C -5.673 -3.788 18.231
H -6.340 -4.333 18.976
C -3.314 0.106 15.862
H -1.430 -4.500 18.383
H -2.467 -3.743 23.380
H 5.457 -1.042 21.833
Sb -3.083 -1.868 18.135
H 4.514 1.689 22.722
H -6.068 -1.321 17.235
H 3.671 -3.765 22.346
H 2.208 4.136 20.641
H 3.245 2.946 19.780
H -3.831 0.876 15.241
H -2.421 0.572 16.276
H -5.928 -0.036 15.986
H 3.577 0.313 24.419
C 0.656 2.324 22.855
H 6.194 -1.938 20.605
H 2.061 -4.031 22.833
H -3.576 -3.577 15.352
C -1.849 -4.556 17.372
H -1.170 -5.239 16.802
H -2.805 0.201 24.673
C 3.940 -1.788 18.221
H -2.776 -5.066 17.475
S -2.012 -0.344 22.494
C 1.042 -1.750 24.523
H -0.217 2.304 22.176
H -1.962 -3.953 14.677
C 2.247 3.127 20.231
H -4.605 1.712 17.350
C -5.457 -0.899 16.470
H -3.243 -4.607 19.664
C -3.125 -0.502 23.893
H -3.021 -0.730 15.246
H 3.501 2.502 23.834
C 3.723 2.446 22.775
C 1.792 1.259 16.950
C -1.832 -2.136 22.370
H -2.335 -2.317 14.794
C 5.007 0.706 19.674
H -5.236 -1.677 15.734
H 0.244 -3.194 15.982
Si 4.128 -0.923 19.826
H 4.114 -1.255 25.267
N -0.429 1.564 14.130
H -4.578 -1.162 20.359
C -4.484 0.831 17.955
S -0.938 -2.886 21.208
O -0.015 0.779 18.733
N -0.640 1.161 17.621
C -0.101 1.605 15.256
H 0.371 -0.965 24.433
H 4.808 -0.811 23.684
H 3.449 -1.129 17.469
C 0.268 1.428 16.748
H 4.974 -2.659 21.606
C -5.291 -1.876 19.854
H 4.910 -2.123 17.835
C -2.552 -3.251 15.313
C -4.184 -0.373 17.030
Sb 1.938 -0.441 21.099
C -4.648 -3.033 19.072
N -2.421 -2.740 23.410
H 4.208 3.398 22.472
H 3.354 -3.816 24.053
H -5.900 -2.419 20.640
C -1.872 -3.186 16.719
H 1.494 2.965 19.496
H 5.994 0.484 19.221
H -5.226 -4.581 17.641
C 3.902 -0.749 24.287
C -3.987 -3.944 20.124
C 5.246 -1.788 21.060
H -4.711 -4.485 20.685
V -0.727 -0.720 19.748
H 0.642 3.194 23.590
H 1.407 -1.730 25.544
Si 2.503 -1.660 23.344
H -3.670 1.003 18.636
H -4.189 -2.230 24.497
H -0.478 -1.613 16.164
H -4.130 -0.222 23.575
C 2.934 -3.434 23.063
C -0.469 -2.621 16.578
H -3.437 -3.297 20.833
H -6.331 -3.238 17.629
H -5.368 0.617 18.573
H -2.626 -1.993 25.346
H 0.030 -2.578 17.559
N 2.931 1.036 16.882
H 0.707 1.385 23.440
C -3.161 -1.974 24.378
*
```

Output
M in g mol⁻¹: 898.652
Strongest force on any atom in eV/Å: 3.4
<S²>: 3.7651
HOMO (spin up / spin down) in eV: -10.541 / -10.570
Orbital gap (spin up / spin down) in eV: 7.522 / 7.687
E_tot in a.u.: -4447.5144

=====

5.
The following is a DFT calculation (ωB97M-V with the def2-TZVPD basis set) of 9 unconnected molecules or ions with the total composition C27H59N5O17.

Structure (ORCA input):
```
! wB97M-V def2-TZVPD RIJCOSX def2/J DEFGRID3
* xyz 0 1
H -25.834 8.336 14.314
H -21.004 7.762 17.390
H -21.693 -0.067 18.643
O -21.208 11.931 13.728
C -18.626 8.955 21.652
O -19.877 -1.818 15.025
O -17.382 3.198 14.742
H -18.053 4.387 18.239
H -19.046 5.079 12.147
C -18.306 1.891 6.957
H -22.480 13.656 13.820
C -25.324 8.706 13.424
C -21.178 5.065 12.266
H -19.535 1.131 13.818
H -25.965 8.871 12.559
O -18.887 2.505 18.078
O -23.749 7.049 13.910
O -19.208 2.107 9.691
C -21.434 13.349 13.860
O -21.296 2.817 8.960
H -18.313 1.173 6.137
C -20.691 4.903 14.652
H -16.097 1.432 11.783
H -16.606 3.903 11.750
C -20.765 -0.444 18.213
C -23.810 4.260 16.831
O -19.739 0.525 18.380
H -17.286 1.242 13.099
C -19.991 11.517 14.119
N -23.498 8.000 11.898
C -17.076 3.780 13.722
C -24.133 7.837 13.057
O -19.634 2.308 7.377
H -21.040 0.147 13.757
H -19.623 5.078 14.524
H -25.049 0.616 15.363
H -19.141 8.978 22.612
O -19.120 7.905 20.794
H -21.047 13.508 14.867
H -21.062 5.400 15.549
C -19.955 0.140 13.649
O -20.268 7.049 19.136
H -21.030 6.040 17.624
H -22.765 7.345 11.665
H -17.917 1.348 7.817
O -19.939 10.140 13.998
H -21.017 -0.671 17.177
H -22.208 6.978 18.479
H -17.409 5.898 14.438
O -21.975 5.438 11.433
O -21.047 2.206 17.443
C -20.047 8.146 19.821
N -21.423 5.350 13.488
H -23.074 3.584 8.217
H -21.445 4.062 7.418
C -21.031 9.218 14.154
C -17.550 -0.954 16.581
H -16.926 5.708 12.784
H -25.103 9.696 13.824
H -18.855 9.922 21.206
H -19.636 4.582 10.807
H -22.733 4.383 16.717
C -23.477 9.266 11.129
C -24.389 0.524 16.225
H -19.681 -0.233 12.662
H -24.273 9.271 10.384
O -18.944 12.209 14.377
O -20.489 9.307 19.576
H -18.664 4.010 16.647
C -17.016 1.825 12.218
H -24.053 4.487 17.869
H -21.744 9.381 13.346
C -18.851 3.865 17.711
H -22.202 5.982 13.608
O -25.631 3.059 15.978
C -19.373 -0.760 14.780
H -22.258 2.537 7.193
C -16.817 5.268 13.775
H -20.842 3.828 14.760
H -24.338 5.028 16.265
H -17.304 -0.336 17.444
H -23.694 10.146 11.734
N -23.845 1.780 16.587
H -16.705 -1.545 16.226
C -21.173 6.989 18.140
C -22.058 3.318 7.926
H -21.572 9.535 15.046
H -20.774 8.158 14.165
H -24.947 0.122 17.070
H -18.219 -1.595 17.154
C -19.961 1.790 17.917
N -16.840 3.272 12.504
H -20.875 13.957 13.149
C -19.958 2.425 8.756
H -22.547 9.209 10.564
C -24.510 2.949 16.360
H -23.591 -0.151 15.914
H -17.811 1.720 11.481
H -15.773 5.525 13.954
H -17.628 2.671 6.610
H -17.918 0.622 15.238
C -19.865 4.418 11.860
N -18.295 -0.282 15.485
H -19.758 4.406 17.981
H -22.851 1.765 16.769
H -20.531 -1.334 18.797
H -17.567 8.775 21.837
H -19.836 3.382 12.198
*
```

Output
M in g mol⁻¹: 725.787
Strongest force on any atom in eV/Å: 6.0
SMILES: COC(=O)OC.COC(=O)OC.COC(=O)OC.COC(=O)OC.CNC(C)=O.CNC(C)=O.CNC(C)=O.CNC(C)=O.CNC(C)=O
HOMO in eV: -8.987
Orbital gap in eV: 9.316
E_tot in a.u.: -2617.0200